Entry 1:
The following is a DFT calculation (ωB97M-V with the def2-TZVPD basis set) of a molecular structure, C32H28F3FeN3O2SbTe.

Properties
Orbital gap (spin up / spin down) ... 4.169 / 4.169 eV
Multiplicity ... 5
E_tot ... -3622.1364 Eh
Net charge ... +1
E_HOMO (spin up / spin down) ... -0.3206 / -0.3205 Eh

Structure (XYZ):
```
71
Properties=species:S:1:pos:R:3:forces:R:3:lowdin_spin:R:1
Fe 2.15279 1.36103 1.20988 -2.73 -1.23 -1.60 3.55
C -0.92393 3.45187 0.28488 0.01 0.62 -1.07 0.00
C 0.48755 3.72878 -0.13042 1.65 -0.72 0.76 0.02
C 0.91126 4.54155 -1.20189 -0.53 -0.27 0.36 0.01
C 2.25792 4.87502 -1.33570 -0.27 0.06 0.70 0.01
C 3.16684 4.41076 -0.37763 0.26 -0.08 -0.27 0.01
C 2.75406 3.46601 0.53010 -0.13 -0.03 0.56 0.02
N 1.44847 3.10735 0.66356 -0.05 1.81 -1.46 0.07
Sb 4.27503 2.41376 2.00776 -0.41 0.71 -0.82 0.07
C 2.45159 1.79237 3.36310 1.32 -0.09 1.49 0.04
C 2.84362 1.94609 4.73429 0.69 0.99 -2.02 0.01
C 2.24653 1.06806 5.58292 -1.47 -0.87 1.95 0.01
C 1.19185 0.19111 5.19822 1.05 0.84 -2.05 0.01
C 0.74822 0.18145 3.85884 0.11 2.30 1.13 0.01
C -0.64045 -0.39500 3.55619 2.05 -0.98 -1.45 0.00
N 1.43743 1.03697 2.97799 -1.17 -2.21 1.86 0.06
C 4.28978 0.52368 0.68090 1.58 0.19 -0.04 0.03
C 5.51389 0.15417 0.10802 -0.75 -0.07 0.73 0.01
C 5.50942 -0.97968 -0.71372 -0.71 0.67 0.09 0.01
C 4.28676 -1.61706 -0.95846 0.48 -0.39 0.29 0.00
C 3.10937 -1.31348 -0.25936 0.47 2.08 -0.68 0.01
C 1.77711 -1.93958 -0.48909 0.11 -0.76 -0.06 0.00
N 3.16660 -0.15565 0.48806 -0.22 -1.49 -0.18 0.06
H -1.54082 4.20559 -0.26307 0.01 -1.12 0.25 0.00
H -1.13208 2.37995 0.03581 -0.35 0.93 0.26 0.00
H -1.05217 3.69343 1.34837 0.13 -0.44 -0.21 0.00
H 0.14307 4.91198 -1.89896 0.54 -0.14 0.42 0.00
H 2.60226 5.56577 -2.10042 -0.17 -0.19 0.01 0.00
H 4.18987 4.75000 -0.32973 0.10 0.05 -0.36 0.00
H 3.59616 2.75468 5.00586 -1.03 -1.47 -0.13 0.00
H 2.46519 1.09321 6.66174 0.13 0.01 -0.58 0.00
H 0.68275 -0.45864 5.87656 0.02 -0.14 0.57 0.00
H -1.10895 0.28408 2.79433 0.08 -1.24 0.60 0.00
H -0.50897 -1.51408 3.28356 -0.49 1.92 -0.27 0.00
H -1.14689 -0.43061 4.49663 -0.66 0.31 0.38 0.00
H 6.38075 0.74064 0.38245 0.24 -0.25 -0.33 0.00
H 6.42156 -1.31511 -1.20505 -0.27 0.08 0.05 0.00
H 4.28258 -2.37359 -1.72732 -0.21 -0.37 0.17 0.00
H 1.83358 -3.05261 -0.36178 -0.13 0.98 -0.13 0.00
H 1.03080 -1.50775 0.17890 0.03 -0.16 0.08 0.00
H 1.40453 -1.70409 -1.50663 0.21 -0.10 0.33 0.00
Te -2.34815 -0.50069 -1.30015 -0.64 0.14 0.19 0.00
C -4.22447 -0.80847 -0.34237 -1.56 0.15 0.14 0.00
C -5.39877 -0.24824 -0.93554 1.33 0.08 0.05 0.00
C -6.63035 -0.36951 -0.31638 -0.75 -0.29 0.35 0.00
C -6.78100 -1.17097 0.82178 0.89 0.08 0.58 0.00
C -5.62637 -1.70820 1.44398 -0.99 -0.11 0.41 0.00
C -4.36962 -1.47345 0.89433 0.14 -0.20 -1.02 0.00
C -2.05979 -2.49411 -1.96407 0.03 -0.75 0.17 0.00
C -2.06420 -3.52964 -1.01074 0.51 0.16 -0.92 0.00
C -1.61926 -4.80785 -1.37314 -1.06 0.18 0.80 0.00
C -1.20386 -5.09495 -2.65556 0.07 -0.41 -0.21 0.00
C -1.24385 -4.07752 -3.59986 0.19 0.18 -1.35 0.00
C -1.70538 -2.80307 -3.29965 -0.46 0.43 0.58 0.00
H -5.30115 0.31755 -1.88221 -0.09 -0.40 0.68 0.00
H -7.51734 0.15302 -0.69682 0.43 -0.35 -0.10 0.00
H -7.76846 -1.32758 1.27565 0.49 0.11 -0.25 0.00
H -5.74677 -2.30296 2.38765 0.21 0.61 -1.04 0.00
H -3.46694 -1.91850 1.31007 -0.25 0.16 0.31 0.00
H -2.40620 -3.38860 0.01226 0.12 0.22 -0.23 0.00
H -1.77826 -5.56442 -0.60768 0.45 -0.20 -0.27 0.00
H -0.94101 -6.12307 -2.94069 0.05 0.58 0.15 0.00
H -0.92336 -4.24344 -4.65316 -0.35 -0.14 0.91 0.00
H -1.85086 -2.07156 -4.11570 0.43 -0.36 0.77 0.00
F 0.72851 1.63282 -5.17949 -0.06 -0.27 0.30 0.00
C -0.16567 0.98895 -4.42913 -1.36 -0.26 0.21 0.00
F -1.21816 1.84579 -4.21492 0.56 -0.32 -0.32 0.00
F -0.66372 -0.05650 -5.15929 0.69 0.99 0.66 0.00
C 0.31850 0.56486 -3.00336 0.45 -2.85 2.33 0.00
O 1.19842 1.23085 -2.41509 -0.88 0.10 -0.91 0.00
O -0.22737 -0.52301 -2.50045 1.90 2.97 -2.26 0.00
```
Positions in Å, forces in eV/Å.



Entry 2:
The following is a DFT calculation (ωB97M-V with the def2-TZVPD basis set) of a molecular structure, C32H28FeN6O2.

Properties
Orbital gap (spin up / spin down) ... 7.765 / 5.855 eV
Multiplicity ... 6
E_tot ... -2978.7868 Eh
Net charge ... +1
E_HOMO (spin up / spin down) ... -0.3744 / -0.3873 Eh

Structure (XYZ):
```
69
Properties=species:S:1:pos:R:3:forces:R:3:lowdin_spin:R:1
Fe -0.20723 -0.24039 0.06375 -0.03 0.34 0.19 3.79
C -2.58854 1.86522 0.83259 0.04 0.13 -0.04 0.00
N -2.60953 0.44508 0.46527 0.30 -0.05 0.05 0.02
C -3.36630 0.23712 -0.77766 -0.06 0.01 -0.08 0.00
C -2.47361 0.25888 -1.98646 -0.03 0.08 -0.13 0.01
C -2.77829 0.96582 -3.13647 -0.07 -0.01 -0.01 0.00
C -1.92676 0.86746 -4.22748 0.08 -0.05 0.02 0.00
C -0.80332 0.06280 -4.13308 -0.05 0.04 -0.03 0.00
C -0.56917 -0.59901 -2.94000 -0.06 -0.07 -0.13 0.00
N -1.38589 -0.50459 -1.89116 0.58 0.01 0.11 0.02
C -3.13626 -0.39843 1.54057 -0.01 -0.13 0.15 0.00
C -2.15254 -0.67967 2.64492 -0.08 0.09 0.19 0.00
C -2.55337 -0.73189 3.97207 -0.01 0.02 0.02 0.00
C -1.62628 -1.08691 4.93949 0.07 0.00 -0.05 0.00
C -0.32887 -1.37745 4.54759 -0.04 0.05 0.03 0.00
C -0.01787 -1.29927 3.20026 0.04 -0.09 0.03 0.00
N -0.90879 -0.95781 2.27431 0.30 -0.22 -0.52 0.03
C -1.29515 2.41456 1.39124 0.03 0.10 0.14 0.00
C -1.22736 3.77334 1.68856 -0.01 0.03 0.06 0.00
C -0.04672 4.29910 2.17716 -0.04 -0.04 -0.02 0.00
C 1.03709 3.45170 2.36896 -0.02 -0.03 0.04 0.00
C 0.88046 2.11749 2.05299 0.02 0.03 0.22 0.00
N -0.26023 1.60966 1.57561 0.27 -0.12 -0.44 0.02
H -3.37916 2.07822 1.56448 -0.06 0.00 -0.08 0.00
H -2.81352 2.45906 -0.05580 -0.02 -0.04 -0.02 0.00
H -4.17790 0.96181 -0.89273 -0.02 -0.01 0.05 0.00
H -3.82237 -0.75245 -0.73925 -0.03 0.01 -0.01 0.00
H -3.66542 1.58426 -3.18052 -0.01 -0.02 0.03 0.00
H -2.13512 1.41153 -5.13922 -0.02 0.01 0.01 0.00
H -0.11461 -0.03677 -4.95985 0.01 -0.03 0.02 0.00
H 0.30259 -1.23221 -2.81916 0.01 0.04 0.03 0.00
H -3.38966 -1.36954 1.11043 -0.03 0.03 -0.03 0.00
H -4.05397 0.02015 1.97265 -0.02 0.01 -0.07 0.00
H -3.57662 -0.50731 4.24395 0.00 0.02 -0.03 0.00
H -1.91063 -1.13814 5.98195 -0.01 0.01 0.00 0.00
H 0.42582 -1.65469 5.26971 0.01 -0.02 -0.03 0.00
H 0.97894 -1.53119 2.84155 -0.01 0.00 0.01 0.00
H -2.09295 4.40497 1.53014 0.01 0.00 0.00 0.00
H 0.03078 5.35434 2.40340 0.00 0.00 0.00 0.00
H 1.97870 3.81873 2.75199 0.01 -0.02 -0.01 0.00
H 1.69057 1.41064 2.19727 0.02 0.03 -0.06 0.00
O 0.40705 1.49316 -1.03802 -0.45 0.01 0.08 0.17
C 1.40223 2.27420 -1.03260 -0.06 -0.20 0.03 0.08
C 1.21020 3.67034 -1.26209 0.05 0.34 -0.04 0.03
C 2.25602 4.54314 -1.24211 -0.32 -0.19 -0.04 0.04
C 3.57786 4.08496 -1.02172 0.27 -0.22 0.08 0.07
C 3.81551 2.75361 -0.83249 0.27 0.49 -0.09 -0.01
C 2.76453 1.81051 -0.83022 -0.34 -0.55 0.09 0.10
C 3.06018 0.43209 -0.74643 0.80 0.86 -0.20 0.02
N 2.14473 -0.48166 -0.57372 -1.59 -0.31 0.43 0.15
N 2.49765 -1.73067 -0.74079 1.23 0.06 -0.34 0.21
C 1.47201 -2.57538 -0.54560 -0.75 -0.15 0.53 0.06
O 0.37358 -2.21741 -0.04446 -0.08 0.01 -0.23 0.13
C 1.65285 -3.98180 -0.94865 -0.20 -0.09 -0.03 0.00
C 0.50820 -4.70310 -1.29451 0.06 0.00 0.06 0.01
C 0.61281 -6.02477 -1.68793 -0.02 0.00 -0.02 0.00
C 1.85769 -6.64066 -1.71879 -0.02 0.03 0.02 0.01
C 2.99545 -5.92466 -1.37454 0.09 -0.05 -0.02 0.00
C 2.90044 -4.59518 -0.99823 0.08 0.10 -0.02 0.01
H 0.19522 4.00781 -1.43104 0.00 -0.03 0.00 0.00
H 2.07653 5.59932 -1.39828 0.01 0.00 -0.01 0.00
H 4.39486 4.79331 -1.01861 0.01 -0.02 0.02 0.00
H 4.83080 2.40967 -0.67353 -0.02 -0.06 -0.03 0.00
H 4.09991 0.13166 -0.89781 -0.10 -0.14 0.12 0.00
H -0.45394 -4.21077 -1.25372 -0.01 -0.01 0.01 0.00
H -0.27529 -6.57353 -1.97242 0.01 -0.02 0.02 0.00
H 1.93981 -7.68040 -2.00693 0.01 0.01 -0.03 0.00
H 3.96547 -6.40301 -1.40725 -0.01 -0.01 0.03 0.00
H 3.78670 -4.03500 -0.73150 -0.03 0.03 -0.03 0.00
```
Positions in Å, forces in eV/Å.